[1]
# C4H6N2O

A single C4H6N2O molecule (ωB97M-V/def2-TZVPD, the Open Molecules 2025 dataset).

XYZ file:
```
13
Properties=species:S:1:pos:R:3:forces:R:3
H -1.655 2.040 -0.356 -0.007 -0.102 -0.127
N -1.134 1.194 -0.576 -0.167 -0.326 0.249
C -1.641 0.195 0.002 -0.110 0.256 -0.056
O -1.133 -1.051 -0.044 -0.128 0.010 0.272
C 0.273 -1.264 -0.166 0.201 -0.057 -0.064
C 1.119 -0.191 0.534 -0.016 0.026 0.004
C 1.570 0.886 -0.351 0.478 0.764 -0.647
N 1.959 1.714 -1.058 -0.191 -0.836 0.742
H -2.529 0.193 0.638 -0.110 0.004 -0.202
H 0.573 -1.383 -1.212 -0.152 0.123 0.083
H 0.417 -2.219 0.346 0.081 0.137 -0.145
H 0.528 0.245 1.344 0.184 -0.028 -0.004
H 1.998 -0.658 0.986 -0.063 0.027 -0.103
```
Positions in Å, forces in eV/Å.

**Electronic energy**: -340.73053 Eh
**Highest occupied orbital energy**: -10.326 eV
**Frontier orbital gap**: 11.04 eV
**ΔE to the lowest compared entry with this formula, charge and spin**: 1.752 eV
**Structure (SMILES)**: [H]/N=C/OCCC#N

=====

[2]
# C28H25F3N2O6

A single C28H25F3N2O6 molecule (ωB97M-V/def2-TZVPD, the Open Molecules 2025 dataset).

XYZ file:
```
64
Properties=species:S:1:pos:R:3:forces:R:3
H -1.503 -1.668 1.423 -0.029 0.014 -0.015
N -1.322 -2.556 1.898 0.082 0.035 0.152
C -0.402 -3.191 1.312 0.131 0.089 -0.092
C 0.313 -2.761 0.043 -0.052 -0.027 0.099
C 0.589 -1.275 0.020 0.031 -0.021 -0.208
C 1.478 -0.697 0.938 -0.051 -0.193 -0.042
C 2.336 -1.562 1.827 0.192 -0.130 0.127
C 3.808 -1.654 1.344 -0.275 0.085 -0.112
C 4.147 -2.944 0.581 0.291 0.101 0.021
O 5.309 -3.600 1.084 -0.106 0.071 -0.011
C 1.625 0.691 1.013 -0.062 0.239 -0.064
C 2.428 1.302 2.138 -0.032 0.220 -0.100
C 1.645 1.338 3.453 -0.159 0.065 -0.054
O 0.463 2.121 3.336 0.058 -0.034 0.041
C 0.953 1.524 0.102 0.032 -0.050 0.040
C 1.132 3.004 0.102 0.077 0.256 0.036
C 2.300 3.589 -0.382 -0.131 -0.001 0.073
C 2.412 4.972 -0.390 -0.114 -0.213 0.047
N 1.458 5.793 0.047 0.033 -0.044 -0.048
C 0.344 5.228 0.504 0.004 -0.188 0.033
C 0.134 3.856 0.557 0.160 0.008 -0.067
C 0.088 0.947 -0.822 0.037 -0.067 -0.025
C -0.096 -0.437 -0.856 -0.001 0.017 0.093
C -1.035 -0.944 -1.899 -0.018 0.001 0.056
O -0.817 -1.913 -2.588 -0.067 -0.077 -0.038
C -2.258 -0.105 -2.093 -0.045 -0.076 -0.126
C -3.510 -0.658 -2.338 -0.080 0.099 0.004
C -3.811 -2.130 -2.325 -0.107 0.026 -0.194
O -3.120 -2.803 -1.257 -0.092 -0.172 0.215
C -3.838 -3.729 -0.595 -0.170 0.073 -0.164
F -4.810 -3.176 0.170 0.321 -0.217 -0.237
F -4.462 -4.596 -1.433 0.202 0.274 0.274
F -3.017 -4.416 0.185 -0.217 0.035 -0.066
C -4.555 0.219 -2.612 0.073 -0.043 0.146
C -4.369 1.587 -2.638 0.039 0.021 -0.019
C -3.114 2.132 -2.381 -0.056 -0.049 0.025
O -2.903 3.466 -2.333 0.063 0.015 -0.081
C -2.051 1.273 -2.102 -0.021 0.066 0.000
C -0.662 1.764 -1.833 -0.004 0.099 -0.079
O -0.181 2.709 -2.409 -0.040 -0.050 0.108
H -0.099 -4.153 1.727 -0.106 -0.071 0.019
H 1.226 -3.340 -0.087 0.059 0.009 0.031
H -0.335 -3.038 -0.786 0.061 -0.030 -0.044
H 2.312 -1.180 2.846 0.029 -0.015 -0.030
H 1.948 -2.574 1.890 -0.147 -0.038 0.057
H 4.480 -1.588 2.198 0.034 -0.067 0.057
H 4.008 -0.799 0.697 0.139 0.079 0.077
H 3.342 -3.670 0.672 -0.024 -0.065 -0.003
H 4.297 -2.720 -0.478 -0.181 -0.097 -0.097
H 6.079 -3.114 0.778 0.068 -0.020 0.033
H 3.379 0.790 2.286 -0.007 -0.060 0.028
H 2.657 2.335 1.890 0.103 0.026 0.004
H 1.388 0.336 3.800 0.056 -0.041 0.041
H 2.259 1.815 4.216 0.029 -0.014 0.040
H -0.261 1.542 3.084 -0.024 -0.001 -0.038
H 3.105 2.976 -0.765 0.008 -0.009 -0.009
H 3.315 5.427 -0.776 0.011 0.114 0.009
H -0.431 5.898 0.858 0.010 0.073 -0.003
H -0.794 3.462 0.948 -0.018 0.010 0.018
H -3.527 -2.596 -3.267 0.120 -0.085 0.052
H -4.884 -2.254 -2.194 -0.042 -0.035 -0.004
H -5.548 -0.178 -2.780 -0.035 -0.005 -0.014
H -5.214 2.236 -2.828 0.012 0.073 -0.018
H -3.683 3.933 -2.649 -0.049 0.012 0.045
```
Positions in Å, forces in eV/Å.

**Electronic energy**: -1942.53889 Eh
**Highest occupied orbital energy**: -9.363 eV
**Frontier orbital gap**: 8.58 eV
**Structure (SMILES)**: [H]/N=C\Cc1c(CCCO)c(CCO)c(-c2ccncc2)c2c1C(=O)c1c(COC(F)(F)F)ccc(O)c1C2=O